110
Properties=species:S:1:pos:R:3:forces:R:3 method="wB97M-V/def2-TZVPD" e_homo_ev=-5.4 e_lumo_ha=-0.0395 orbital_gap_ev=4.3
Hf -1.47139 -1.31725 0.60846 0.53 0.71 0.09
C -6.78351 -2.78805 -1.18819 0.05 0.04 0.01
S -6.29222 -2.33838 0.48249 0.11 0.02 0.06
C -4.53758 -2.23616 0.29178 -0.06 -0.01 0.17
S -3.64618 -2.07112 1.79083 -0.01 -0.19 -0.27
N -4.01099 -2.32969 -0.86985 0.15 -0.05 -0.33
N -2.61389 -2.23711 -0.85146 -0.31 -0.72 -0.07
C -1.98254 -3.13108 -1.70602 -0.29 0.04 0.03
C -0.65233 -3.28673 -1.54337 0.30 -0.10 0.06
C 0.14454 -4.24327 -2.27789 -0.07 0.21 -0.01
C 1.45900 -4.36587 -2.04238 0.26 0.06 0.12
C 2.07242 -3.54183 -1.01661 0.05 -0.24 -0.27
C 1.31176 -2.68155 -0.32058 -0.38 0.27 -0.04
N -0.04450 -2.46991 -0.54322 -0.19 -0.41 0.10
H -7.87295 -2.79088 -1.19808 0.02 -0.01 -0.02
H -6.40226 -3.77508 -1.44096 -0.01 0.02 -0.04
H -6.39632 -2.06011 -1.89820 -0.04 -0.02 -0.02
H -2.57586 -3.72746 -2.38507 -0.05 0.06 0.00
H -0.36220 -4.86484 -3.00723 0.00 0.04 0.02
H 2.05385 -5.09422 -2.58068 -0.01 0.03 0.02
H 3.12572 -3.63901 -0.78352 -0.05 -0.01 0.00
H 1.74121 -2.08828 0.47107 -0.03 0.02 0.00
C 1.93556 2.39991 2.73489 -0.05 -0.10 0.01
N 0.92848 1.34918 2.74170 0.09 -0.07 0.00
C 1.43126 -0.01178 2.87377 -0.18 0.11 0.16
C -0.38459 1.60862 2.54012 0.22 0.16 -0.18
N -1.16435 0.77987 1.87637 -0.37 -0.21 0.31
C -2.57260 0.93575 2.09310 0.15 0.24 -0.11
C -3.05069 0.97497 3.37362 -0.15 -0.13 0.12
C -4.42375 1.11788 3.64330 0.08 0.01 0.03
C -5.30552 1.23097 2.61414 -0.04 -0.02 -0.04
C -4.86184 1.15836 1.27018 0.02 -0.04 -0.06
C -5.80770 1.21336 0.22415 -0.04 -0.02 0.00
C -5.42369 1.02979 -1.07258 -0.02 0.02 0.01
C -4.07183 0.82418 -1.37198 -0.02 -0.02 -0.11
C -3.09645 0.85208 -0.40355 0.14 0.36 0.02
N -1.73407 0.66374 -0.80609 -0.18 -0.17 0.29
C -1.33493 1.35383 -1.84928 0.20 -0.11 0.04
N -0.36125 0.91200 -2.68339 -0.04 -0.12 -0.03
C -0.14868 -0.50106 -2.95031 0.12 0.10 0.00
C 0.44513 1.80546 -3.49367 -0.03 -0.03 0.03
N -1.81236 2.60820 -2.16564 -0.07 0.09 0.01
C -2.36523 2.85895 -3.48252 0.00 0.04 -0.01
C -2.21420 3.53825 -1.13666 -0.04 -0.02 -0.03
C -3.47757 0.98946 0.97620 0.20 0.14 0.01
N -0.78730 2.82318 3.06279 -0.08 -0.10 0.07
C -1.88048 3.62511 2.55458 0.11 0.07 -0.01
C -0.39066 3.16339 4.42125 0.02 0.06 -0.05
H 2.65403 2.20254 1.93511 0.00 0.00 0.03
H 2.47392 2.43126 3.68663 -0.03 0.02 0.00
H 1.47648 3.36696 2.55629 -0.01 0.02 -0.03
H 2.43738 0.04572 3.29267 -0.03 0.02 -0.02
H 1.46724 -0.52637 1.92117 0.02 0.04 0.04
H 0.80855 -0.56890 3.56704 -0.01 0.03 0.02
H -2.34858 0.85706 4.19114 -0.02 0.01 -0.01
H -4.76874 1.12727 4.66973 0.01 0.00 -0.02
H -6.36857 1.33366 2.79969 0.05 0.00 -0.01
H -6.85140 1.35407 0.48035 0.04 -0.04 -0.01
H -6.15851 1.01607 -1.86873 0.03 -0.01 0.03
H -3.77481 0.61612 -2.39316 -0.01 -0.01 0.02
H -0.87245 -1.09002 -2.41047 -0.14 -0.07 0.02
H 0.85696 -0.81083 -2.65323 -0.04 -0.01 0.05
H -0.27689 -0.68733 -4.02064 0.03 0.02 -0.03
H 0.39536 2.82219 -3.11127 -0.01 -0.01 -0.01
H 0.12667 1.80221 -4.54020 -0.01 0.01 -0.01
H 1.48124 1.46373 -3.45770 0.00 -0.01 0.00
H -2.13252 2.03579 -4.15532 -0.01 0.02 0.03
H -1.96586 3.78411 -3.90686 0.00 -0.01 -0.01
H -3.45611 2.94965 -3.41929 0.02 -0.01 0.00
H -1.61101 3.36049 -0.25318 0.02 -0.01 0.09
H -3.27554 3.46332 -0.87388 0.00 -0.01 0.00
H -2.01094 4.55167 -1.48992 -0.02 0.01 0.00
H -2.25786 3.22110 1.62644 -0.01 0.03 -0.08
H -1.53094 4.64779 2.38050 0.01 0.00 0.03
H -2.71229 3.65387 3.26410 0.00 -0.01 -0.02
H 0.20530 2.36341 4.85321 0.01 0.01 -0.01
H -1.28806 3.29403 5.03391 0.00 -0.01 0.00
H 0.18504 4.09326 4.45711 -0.01 0.00 0.00
S -0.94407 -3.58515 5.46713 0.14 -0.06 -0.15
As 0.90140 -3.04773 6.60787 -0.14 -0.02 0.10
S -0.34205 -2.73106 2.41057 -0.07 -0.20 0.13
S -1.31624 -2.08033 4.13238 -0.01 0.11 0.07
S 1.20656 -1.05615 6.42720 0.09 0.07 -0.10
C 4.25596 -1.05956 1.14297 0.02 -0.08 -0.08
C 3.70549 0.05573 0.32136 0.05 0.00 -0.12
N 2.44250 0.26785 0.04592 0.01 0.39 -0.14
C 2.40328 1.40621 -0.72934 -0.06 -0.16 0.08
C 3.66109 1.87495 -0.94487 -0.02 -0.06 -0.04
N 4.49515 1.00499 -0.27116 0.11 0.11 0.10
C 5.94187 1.01776 -0.32981 -0.12 -0.17 -0.09
N 6.43575 -0.26069 -0.78082 0.02 0.17 0.10
N 7.36713 -0.92031 -0.04822 -0.03 -0.14 -0.17
N 7.56440 -2.07574 -0.55693 -0.17 0.14 -0.07
C 6.72167 -2.21765 -1.64900 0.25 -0.21 0.11
C 6.53392 -3.30047 -2.51510 0.01 -0.05 0.00
C 5.58330 -3.15985 -3.49727 -0.01 0.05 -0.02
C 4.82803 -1.97157 -3.62730 0.03 -0.02 0.04
C 5.00932 -0.89603 -2.78916 0.00 -0.04 0.02
C 5.98564 -1.05104 -1.79590 -0.10 0.14 -0.05
H 3.48991 -1.42795 1.82068 0.02 -0.01 -0.03
H 5.12007 -0.74103 1.72712 -0.01 0.00 0.01
H 4.57200 -1.89396 0.51039 -0.01 0.03 0.01
H 1.46311 1.80863 -1.06950 0.05 0.01 0.02
H 4.04164 2.71844 -1.49758 0.00 -0.03 0.03
H 6.40121 1.19869 0.63879 0.00 -0.01 0.08
H 6.22755 1.81375 -1.01462 0.05 0.04 -0.04
H 7.11301 -4.20780 -2.40065 -0.02 0.04 0.00
H 5.40210 -3.97225 -4.18929 -0.02 0.02 0.03
H 4.07446 -1.91292 -4.40229 0.01 -0.01 0.01
H 4.41327 0.00262 -2.88062 0.01 -0.02 0.01

=====

59
Properties=species:S:1:pos:R:3:forces:R:3 method="wB97M-V/def2-TZVPD" e_homo_ev=-4.6 e_lumo_ha=0.0702 total_charge=-1 orbital_gap_ev=6.5
C 1.27263 -0.91525 2.31284 1.08 0.41 -0.43
C 2.65939 -0.05028 2.41019 -0.40 -0.81 -0.77
C 3.41474 -0.10482 0.96803 -0.46 -0.12 0.65
C 2.57919 0.66027 -0.18914 -0.01 -0.23 -0.23
C 1.69883 -0.34130 -1.10515 -0.47 0.38 -1.05
C 0.10720 -0.02917 -1.00805 1.37 0.18 0.61
N -0.70121 -0.93007 -1.87684 -0.06 0.09 1.34
C -2.00850 -1.29634 -1.24446 0.18 -0.15 -0.22
C -2.88304 0.02743 -0.98064 -0.62 -0.15 0.18
C -3.08881 0.41562 0.56179 -1.21 0.29 -0.14
N -3.32552 1.90091 0.76563 0.39 -0.87 -0.23
C -1.87616 -2.28359 0.00766 4.45 -3.10 3.16
O -2.83019 -2.69152 0.74524 0.63 2.02 -2.22
O -0.60007 -2.77960 0.28969 -4.65 2.50 -2.04
P -2.95509 -2.29449 -2.60445 -0.61 -0.99 -1.18
O -3.59255 -3.74535 -1.93142 2.49 1.05 -0.63
O -1.74484 -2.80243 -3.74580 -0.73 -0.11 2.33
H 1.14610 -1.61351 3.20930 -0.05 1.28 -1.13
H 0.39553 -0.18498 2.18418 1.11 -1.48 0.24
H 1.40304 -1.59176 1.39778 -0.78 0.99 1.27
H 2.45514 1.04923 2.63477 0.31 -1.49 0.08
H 3.27421 -0.56801 3.23237 -0.54 1.16 -1.25
H 4.45814 0.34487 1.07137 -1.27 -0.58 -0.16
H 3.50935 -1.23019 0.72408 0.03 1.81 0.12
H 3.26278 1.23586 -0.91770 -0.79 -0.95 1.36
H 1.92019 1.47424 0.30593 0.84 -1.34 -0.71
H 1.93258 -1.44873 -0.89202 -0.65 1.74 -0.08
H 1.96771 -0.14415 -2.22166 -0.40 -0.65 2.31
H -0.17181 -0.14793 0.08977 0.11 -0.05 -1.57
H -0.03442 1.08121 -1.27222 0.18 -1.34 0.28
H -0.83958 -0.51894 -2.80885 -0.04 -0.21 0.66
H -2.43233 0.92765 -1.54937 -0.44 -1.50 0.92
H -3.92320 -0.13814 -1.45670 1.42 0.35 0.83
H -2.23950 0.11062 1.25545 -1.09 0.14 -1.09
H -4.07928 -0.08029 0.89098 1.87 0.41 -0.35
H -3.68899 2.31419 -0.10263 0.52 -0.08 0.64
H -2.46852 2.36465 1.08918 -0.56 -0.18 -0.64
H -2.83808 -4.30694 -1.60982 -0.99 0.61 0.08
H -0.99109 -3.22569 -3.27296 -0.38 0.56 -0.32
C 3.86362 4.28031 -4.36877 -0.04 0.70 -0.39
C 4.89180 3.62121 -3.49936 0.75 0.20 0.23
O 4.14895 2.60988 -2.83497 -0.38 0.02 -0.34
C 3.06744 2.32891 -3.61331 -0.83 -1.02 0.21
O 2.32488 1.40931 -3.43117 0.76 1.23 -0.58
O 2.94202 3.23084 -4.62673 0.15 -0.27 0.32
H 4.28670 4.66287 -5.29893 -0.18 -0.13 0.00
H 3.34003 5.09254 -3.85600 0.03 -0.06 0.00
H 5.69077 3.14992 -4.07951 -0.06 0.02 0.01
H 5.33580 4.31225 -2.78120 -0.09 -0.20 0.07
C -2.32231 -2.06017 3.89814 0.37 -0.82 -0.79
C -3.65559 -1.38442 3.83092 -0.58 -0.21 -0.69
O -3.66304 -0.57448 5.00293 0.59 0.22 0.47
C -2.36483 -0.34801 5.34165 0.33 0.38 0.40
O -2.01142 0.43380 6.18181 -0.26 -0.48 -0.49
O -1.52091 -1.11911 4.60686 -0.48 0.65 0.61
H -1.90593 -2.26012 2.90833 0.04 0.03 0.08
H -2.35421 -2.99512 4.46602 -0.01 0.08 0.04
H -3.75400 -0.73952 2.95395 0.05 -0.10 0.10
H -4.48374 -2.09416 3.84298 0.03 0.17 0.13